Entry 1:
This record from the Open Molecules 2025 dataset describes a molecular structure, C5H10ClNS2 in a non-equilibrium geometry. The level of theory is wB97M-V/def2-TZVPD.

Its HOMO energy is -5.438 eV. The calculation puts the total energy at -41022.313 eV. Its largest force on an atom is 10.7 eV Å⁻¹. For the energy above the lowest of the compared OMol25 structures with the same formula, charge and spin, the calculation gives 5.064 eV.

ORCA input file:
```
! wB97M-V def2-TZVPD RIJCOSX def2/J DEFGRID3
* xyz 0 1
C 2.14616 0.25130 2.04742
H 3.12040 0.07328 1.57834
H 2.06771 1.32485 2.25887
C 0.99825 0.52547 -0.17387
H -3.95032 0.51579 -1.09290
H -1.97686 1.54368 -1.38099
H 2.12244 -0.28153 3.00392
S -0.46917 -0.28286 -0.96972
H 1.09333 -1.29217 0.94933
S -3.45367 -1.70735 -0.56272
H 0.04903 -0.05552 1.64198
C 1.13760 -0.07524 -1.35035
H 1.26538 -1.14355 -1.46890
N -3.13013 -0.06004 -0.96918
C -1.91838 0.48129 -1.12562
H 0.88442 1.60704 -0.13891
C 1.00938 -0.21333 1.13362
Cl 1.13919 0.78283 -2.86022
H -2.13474 -1.99396 -0.52010
*
```

Atom charges from the natural (NBO) analysis, given in e for atoms 1 to 6:
1 C -0.61
2 H 0.20
3 H 0.20
4 C -0.49
5 H 0.41
6 H 0.22


Entry 2:
This record from the Open Molecules 2025 dataset describes C5H10ClO4P in the gas phase in a non-equilibrium geometry. The level of theory is wB97M-V/def2-TZVPD.

Its HOMO energy is -10.028 eV. The calculation puts the total energy at -35348.595 eV. As for the structure (SMILES): COP(=O)(OC)[C@](C)(Cl)C=O. Its largest force on an atom is 4.2 eV Å⁻¹. For the energy above the lowest of the compared OMol25 structures with the same formula, charge and spin, the calculation gives 0.346 eV.

ORCA input file:
```
! wB97M-V def2-TZVPD RIJCOSX def2/J DEFGRID3
* xyz 0 1
O -0.21726 1.72922 0.41464
H 1.07996 -1.91987 1.64615
C 1.23598 -1.75008 -0.70534
H 1.96384 -0.36042 2.08938
H -2.49752 -1.20562 -1.19926
C 0.26048 2.98506 -0.18484
H 1.33674 3.01787 -0.17372
H -1.90020 -2.27075 0.06183
P -0.33265 0.41149 -0.47791
Cl 2.66652 0.49486 -0.43433
H 0.11288 -0.30760 1.80182
O -0.50113 0.59668 -1.91971
H -0.16141 3.03146 -1.22659
O -1.60116 -0.17885 0.33125
C 1.36285 -0.58830 0.13245
C -2.38923 -1.25276 -0.19115
H 1.81021 -1.74904 -1.65013
H -3.47784 -1.17127 0.23021
H -0.27020 3.87332 0.30794
C 1.06752 -0.75863 1.57664
O 0.45162 -2.62678 -0.42930
*
```

Atom charges from the natural (NBO) analysis, given in e for atoms 1 to 6:
1 O -0.83
2 H 0.25
3 C 0.38
4 H 0.24
5 H 0.19
6 C -0.26